DFT (the ωB97M-V functional and the def2-TZVPD basis) results for a 2-piece molecular cluster, C2H8N3O2 overall at a distorted geometry.

Structure (ORCA input):
```
! RIJCOSX wB97M-V def2-TZVPD def2/J DEFGRID3
* xyz 1 1
H 0.5572 -0.9218 -1.9478
O 0.2896 0.2632 3.3811
C 0.8646 -0.5555 2.8286
H -1.5790 -0.4537 -0.6360
C -1.4596 1.3497 -1.7105
N 1.2351 -1.8959 2.5659
H 2.0905 -1.9344 3.0475
N -0.8572 0.3230 -0.7246
H 1.0770 0.5665 -1.1356
H 0.7919 -0.8080 -0.3355
H -1.5591 1.1026 -2.7559
H -2.5516 1.4819 -1.4840
N 0.4294 -0.2357 -1.1020
O 1.5811 -0.5280 1.7376
H -0.9098 2.2462 -1.7289
*
```

Calculated values
energy: -10757.6420 eV
HOMO: -14.9518 eV
HOMO-LUMO gap: 11.05 eV
LUMO: -3.904 eV
energy above the lowest of the compared OMol25 structures with the same formula, charge and spin: 6.0212 eV
molar mass: 106.105 Da


DFT (the ωB97M-V functional and the def2-TZVPD basis) results for C16H26BaF5N4S2 as an isolated structure at a distorted geometry.

Structure (ORCA input):
```
! RIJCOSX wB97M-V def2-TZVPD def2/J DEFGRID3
* xyz -1 1
F -2.5052 5.6134 -0.7402
H 2.5188 1.9775 0.5997
C 3.2108 0.8661 2.3070
C 1.6552 -2.2590 2.1368
H 2.4482 2.9296 2.0824
H 1.7408 -5.2995 -1.2480
N -0.3071 -0.8323 2.8680
H 0.1899 0.1138 4.7102
H -0.7317 1.8546 3.1373
H 2.4771 -4.2175 -0.0545
N -0.0710 1.0258 -2.6343
C 0.2791 -2.1808 2.8042
C -3.0673 4.6101 -1.4251
C 1.5468 -4.4594 -0.5736
H 0.0045 -4.4276 -2.8544
S -1.9526 2.8447 0.3918
H -0.5948 -2.7685 -2.6870
F -5.1712 4.3054 -4.3658
H -0.9924 -3.9824 -1.4569
N 0.8165 1.6639 1.7389
H 0.3805 -2.6242 3.8080
H 2.3976 -3.5812 -3.0192
F -3.9611 6.2412 -2.8827
N 0.6184 -2.1618 -0.4596
C -4.2810 2.6523 -2.9204
H 0.8075 -4.7718 0.1673
C 2.3151 1.9026 1.6755
H 0.8664 2.2353 3.7872
F -4.8691 1.6807 -3.6348
H -1.2320 -0.9171 3.2779
C 1.0351 -3.2373 -1.3446
H 1.8802 -3.3204 1.9828
C -0.2117 -3.6324 -2.1369
H -0.2765 1.8973 -2.1447
H -0.4200 -2.8143 2.2458
C 0.4788 0.1415 3.6484
Ba -0.7497 -0.2295 0.0818
H 0.8938 0.7936 -2.4119
C 0.3248 1.5547 3.1107
C 2.1191 -2.7786 -2.3292
C -3.5206 2.3439 -1.8087
H 3.4654 1.1672 3.3354
C -4.4372 3.9749 -3.2921
H -0.1202 1.2283 -3.6241
C -2.8835 3.2868 -1.0092
H 3.0123 -2.4610 -1.7881
S 1.8092 -1.4334 0.5202
H 2.4427 -1.8018 2.7342
H 1.7516 -1.9316 -2.9142
H 1.5382 -0.1038 3.5418
F -3.4004 1.0386 -1.4881
H 0.3948 2.4960 1.3329
C -3.8200 4.9536 -2.5328
H 4.1571 0.8340 1.7548
*
```

Calculated values
energy: -58925.9932 eV
HOMO: -2.0466 eV
HOMO-LUMO gap: 3.97 eV
LUMO: 1.925 eV
energy above the lowest of the compared OMol25 structures with the same formula, charge and spin: 0.0000 eV
molar mass: 570.864 Da


DFT (the ωB97M-V functional and the def2-TZVPD basis) results for a 4-piece molecular cluster, C3H12O4 overall at a distorted geometry.

Structure (ORCA input):
```
! RIJCOSX wB97M-V def2-TZVPD def2/J DEFGRID3
* xyz 0 1
H 0.1984 2.1205 3.0115
H 2.7532 -2.4443 -1.7199
H -2.4541 0.1001 -1.6489
O -0.3605 -0.1253 -4.1099
H -0.1574 -0.9500 2.6946
H 0.0733 -0.7963 -3.5541
H -1.4083 0.3394 2.7321
H 0.2083 1.3818 0.8487
C 0.4283 1.0898 3.2633
O -1.9888 0.9340 -1.6473
C -0.1538 0.3485 0.9685
O 1.9451 -2.0674 -2.0934
H 0.2739 0.8944 4.3143
H 1.3979 -2.1290 -1.2789
H 0.0660 -0.2928 -4.9771
H -1.6015 1.1022 -2.4993
O -0.3227 -0.5067 0.1422
C -0.3946 0.0847 2.4190
H 1.4972 0.9163 3.1347
*
```

Calculated values
energy: -11494.9437 eV
HOMO: -9.7216 eV
HOMO-LUMO gap: 10.43 eV
LUMO: 0.705 eV
energy above the lowest of the compared OMol25 structures with the same formula, charge and spin: 0.8186 eV
SMILES: CCC=O.O.O.O
molar mass: 112.125 Da


DFT (the ωB97M-V functional and the def2-TZVPD basis) results for C16H13F5N5O2RhS as an isolated structure.

Structure (ORCA input):
```
! RIJCOSX wB97M-V def2-TZVPD def2/J DEFGRID3
* xyz 0 1
H -2.3132 5.2350 -1.1224
C -4.0348 -1.9958 0.7345
C -3.8308 -1.9839 -1.6395
N 0.1962 3.6476 -0.1401
F -2.6748 -0.6467 2.0376
C 0.9638 -2.8781 0.6628
C -2.3454 -0.5716 -0.3026
H 1.1059 2.6680 1.9666
C -3.0085 -1.0693 0.8031
C 0.9504 1.8814 1.2257
N 2.0699 -0.0485 0.2150
C -4.4491 -2.4618 -0.5000
H 0.7221 -3.3997 -0.2648
C 0.6515 -0.6350 -0.2236
N 0.6147 2.3105 -0.1085
F -5.4368 -3.3582 -0.5890
F -4.2231 -2.4211 -2.8431
Rh -0.8069 0.8527 -0.2139
H 3.0614 -1.5011 -0.8592
C -2.8107 -1.0566 -1.5092
S -2.0465 2.5140 -1.1635
H -0.7841 5.8352 -0.6928
O -0.2581 0.4511 2.6336
C 4.5360 0.7154 1.2000
N -1.3164 5.0924 -1.1191
H -0.2108 -1.4315 -1.9881
H 2.0499 -2.8162 0.7839
H 0.5559 -3.4381 1.4997
F -4.6355 -2.4460 1.8434
H 1.4454 -1.9666 -1.7950
C 4.4325 -0.3347 0.3002
O 0.3458 -1.6005 0.7243
N -0.1907 0.9857 1.5691
C 3.3887 1.3924 1.5646
H 3.4236 2.2399 2.2333
H 5.4975 1.0087 1.5988
H 1.1042 -0.2949 -2.2887
C 3.1867 -0.6880 -0.1641
C -0.9126 3.8252 -0.7514
C 0.7738 -1.1162 -1.6523
F -2.2502 -0.6230 -2.6700
H 5.2985 -0.8843 -0.0372
C 2.1646 1.0127 1.0423
*
```

Calculated values
energy: -55773.2088 eV
HOMO (alpha / beta): -7.3069 / -7.3059 eV
HOMO-LUMO gap (alpha / beta): 6.06 / 6.06 eV
LUMO (alpha / beta): -1.248 / -1.248 eV
energy above the lowest of the compared OMol25 structures with the same formula, charge and spin: 1.2157 eV
molar mass: 537.276 Da


DFT (the ωB97M-V functional and the def2-TZVPD basis) results for C15H9AsBBr2F4NO7RuS as an isolated structure.

Structure (ORCA input):
```
! RIJCOSX wB97M-V def2-TZVPD def2/J DEFGRID3
* xyz 0 5
F 1.2514 -0.0666 -1.7028
B 1.9043 -1.2716 -2.3233
H 1.3753 -3.6754 4.1295
C 1.4719 3.6143 -0.4069
H -2.3674 1.5928 -4.5733
F 0.9537 -2.2830 -2.0064
C -0.2761 -2.9166 2.9656
F 2.0452 -1.0641 -3.6501
F 3.0789 -1.4882 -1.6381
O -2.1542 -1.4061 0.2738
C -1.3705 -3.2242 3.8385
O -3.2543 2.2001 -2.0721
C -2.9830 -2.2972 2.3024
C 2.0168 -2.8204 2.2763
H 3.0675 -3.0128 2.4366
C 1.0801 -3.1865 3.2115
C 1.5376 4.2143 -2.7264
H 1.8581 3.6862 0.6013
O -1.4748 -0.0242 -2.1042
O -1.5374 1.3413 0.2173
O -1.5051 1.6502 -4.1427
S -0.2582 1.8764 0.7243
C -1.9462 -1.9564 1.3895
Br -4.7322 -1.8719 1.8637
N 0.3421 -1.9224 0.8576
C 0.4319 3.4129 -2.9695
H 0.0340 3.3355 -3.9701
Br -1.0415 -4.0658 5.4755
As -1.7568 1.7174 -2.4092
C 1.6179 -2.1776 1.1017
Ru -0.5085 -0.6935 -0.7066
C -0.5870 -2.2804 1.7626
C 0.3722 2.8079 -0.6487
H -3.4728 -3.1584 4.1951
C -0.1635 2.7032 -1.9304
O 0.6601 0.7226 0.8782
O -0.3248 2.7365 1.8639
H 2.9130 4.9510 -1.2528
C 2.0556 4.3204 -1.4460
H 1.9888 4.7579 -3.5455
C -2.6748 -2.9175 3.5076
H 2.3325 -1.8602 0.3526
*
```

Calculated values
energy: -257415.0730 eV
HOMO (alpha / beta): -9.6696 / -9.7823 eV
HOMO-LUMO gap (alpha / beta): 7.90 / 5.86 eV
LUMO (alpha / beta): -1.770 / -3.920 eV
molar mass: 769.908 Da


DFT (the ωB97M-V functional and the def2-TZVPD basis) results for C21H33BeCl2N4O3 as an isolated structure at a distorted geometry.

Structure (ORCA input):
```
! RIJCOSX wB97M-V def2-TZVPD def2/J DEFGRID3
* xyz -1 1
H 2.1381 4.7787 -3.8165
H -2.3103 -0.1410 5.8266
H 1.4907 0.8243 2.8676
C -0.0304 -3.7041 0.5756
H 2.1249 -0.8180 2.6312
C -1.2044 -1.0394 2.9027
C 2.6092 3.3537 -5.3872
H -1.1531 -0.5438 1.9133
H -1.4313 -1.6379 5.3504
H 2.6151 -1.9552 -0.6483
C 4.7587 1.5312 0.2726
C 2.4077 0.2376 2.7325
N 4.3999 1.1100 1.5459
H 2.9781 1.7186 -6.7585
H -2.8108 1.4727 4.2952
H 1.0982 3.0529 -2.3253
H 1.7302 -4.7748 -1.5516
H -0.1198 -4.7913 0.6093
C 2.5614 2.0137 -5.7936
H -3.7313 0.5522 3.0790
C -2.7187 0.8206 3.4194
H -1.4011 2.5034 -3.5042
C 2.0851 3.7376 -4.1462
H -2.0972 0.9506 -1.6714
H -2.3193 -1.2396 -3.7056
C 1.4922 2.7935 -3.3135
C -2.2252 -0.1677 -3.5474
H -2.1893 1.3351 2.6088
N -1.9552 -0.3586 3.7952
H 1.9901 0.0002 -5.2294
C 0.6574 0.4943 -2.9506
H 3.0645 0.3545 3.6032
H -3.1938 -1.4871 5.0823
H 2.0187 -5.3537 0.1059
C -2.2356 -0.9472 5.0905
C -1.6231 2.0909 -4.4938
C -2.8182 0.3835 -2.2862
H 5.7357 1.9002 0.0252
H 3.0600 4.1049 -6.0412
C 2.0833 -4.4843 -0.5527
Cl -0.8958 -0.1669 -5.8553
Be 1.0497 0.3822 -0.1818
N 2.6278 0.8428 0.2931
H 3.4908 1.5855 -1.5458
C 3.6449 1.3704 -0.5003
C 1.9832 1.0587 -4.9687
H 0.3534 -0.4676 -3.3869
Cl -0.2820 1.5120 0.8285
N 1.2785 -3.4040 0.0017
H 3.1200 -4.1435 -0.6330
H -0.8313 -3.2891 -0.0531
O -0.5996 -2.0914 3.1543
C 1.3696 1.4613 -3.7653
H -0.9122 2.5114 -5.2101
C 3.1139 0.7102 1.5326
H 4.9883 1.1003 2.3752
C -1.5470 0.5804 -4.4524
H -3.1729 -0.4519 -1.6628
O 0.7448 0.5650 -1.6811
H -3.6804 1.0423 -2.4895
C 1.6319 -2.1376 -0.1783
H -2.6434 2.4091 -4.7610
H -0.1198 -3.2767 1.5859
O 0.8750 -1.1884 0.1962
*
```

Calculated values
energy: -59864.3587 eV
HOMO (alpha / beta): 0.0849 / 0.0594 eV
HOMO-LUMO gap (alpha / beta): 2.02 / 2.03 eV
LUMO (alpha / beta): 2.101 / 2.094 eV
energy above the lowest of the compared OMol25 structures with the same formula, charge and spin: 0.9618 eV
molar mass: 469.438 Da


DFT (the ωB97M-V functional and the def2-TZVPD basis) results for a 2-piece molecular cluster, C22H40F4IN3O5S overall at a distorted geometry.

Structure (ORCA input):
```
! RIJCOSX wB97M-V def2-TZVPD def2/J DEFGRID3
* xyz 0 1
C 1.6824 -2.0036 0.7745
H -0.7865 -2.9216 3.8488
C -0.7002 -2.8674 0.6615
H -5.0663 3.0143 -5.0892
H -1.1519 -0.4819 -0.0188
C 1.1945 -2.3556 4.7301
H 0.9632 1.0452 2.4189
H 0.2645 2.9334 3.2992
H 2.0599 -2.8742 1.4095
H -2.8235 -2.3311 2.9654
C -4.4162 -0.3250 1.0996
H 6.0020 0.2510 -0.7154
C -2.8582 -1.8309 1.9428
H -4.0879 -1.0003 -4.5601
H 2.9433 2.1792 -0.7672
H -2.4324 -0.7858 1.9689
H -4.0834 -0.7848 -6.3112
H 0.6995 -3.5554 2.9390
H 2.7059 3.4673 1.8521
N 0.1928 -1.4208 2.6422
S 0.7594 -0.1588 -1.9648
C 0.2461 -2.6618 3.4509
F -6.2507 0.7300 -5.7383
C 1.9015 1.3517 1.8563
C 7.9432 1.6670 1.6531
F -6.9935 1.8665 -4.0566
H -4.2709 0.4516 1.9299
H 3.5008 -1.0881 0.4798
C -4.6459 2.1281 -4.5754
H -2.6936 -1.5280 -5.4835
N -0.3154 -0.3652 0.5647
H -0.4921 -2.9524 -0.4628
H 4.5094 2.5278 1.0175
H 0.3355 1.4563 -0.2183
H -5.4593 -0.1341 0.6937
H 0.7795 -2.7716 5.6930
H 8.6206 1.7579 2.5371
H 2.7563 1.2301 2.5976
C 3.2592 1.1902 -0.3131
O 1.9691 -0.9040 -2.3443
O -3.6614 1.6955 -5.5668
C -5.9052 1.1924 -4.5025
H -3.6559 -0.1606 0.2654
H 1.4564 -1.2518 4.7931
H -0.5421 -0.7892 2.9690
C -3.4614 -0.7502 -5.4143
H 1.6465 -2.3927 -0.2843
H 1.4979 3.1447 0.4739
H -0.3136 3.7421 1.7212
C 5.9241 1.2864 -0.2636
H 6.0812 2.1150 -1.0202
N 2.6339 -0.8750 1.0016
H -2.6486 -3.8393 1.0617
F -5.7747 0.1046 -3.7127
H 2.1891 -2.8917 4.5433
C 2.1280 0.4576 0.5228
H -1.9880 0.6750 -5.9634
H -0.3631 -3.8769 1.0771
H 2.9075 -0.8241 2.0018
C 0.1572 -1.6350 1.1720
O -4.0885 2.3381 -3.4032
C 4.5744 1.4804 0.5912
I 1.1373 5.5723 3.1188
C 7.0989 1.4521 0.7898
O -0.4130 -0.9205 -2.3851
H -2.7473 -2.5104 -0.1706
H 3.6586 0.5726 -1.1904
C -2.8140 0.6149 -5.2454
F 0.7599 1.2422 -2.8693
O -4.2873 -1.6714 1.6519
C 0.7098 0.3740 -0.1810
C 0.5632 3.5844 2.4209
C -2.2786 -2.7857 0.8235
H -2.3594 0.7251 -4.2550
C 1.7556 2.9151 1.5614
H 4.6619 0.7447 1.4603
*
```

Calculated values
energy: -67966.5733 eV
HOMO: -5.2298 eV
HOMO-LUMO gap: 3.74 eV
LUMO: -1.489 eV
molar mass: 661.541 Da


DFT (the ωB97M-V functional and the def2-TZVPD basis) results for a 2-piece molecular cluster, C4H7ClO overall at a distorted geometry.

Structure (ORCA input):
```
! RIJCOSX wB97M-V def2-TZVPD def2/J DEFGRID3
* xyz 0 1
H 0.6493 -2.2461 0.5147
H -0.7850 1.3590 1.7071
C -0.7386 0.4108 1.0758
H -0.1532 -2.0034 -1.1642
C -0.2560 -1.5777 -0.1215
H -1.1855 -2.0287 0.4537
O 0.5328 2.0787 -0.3895
C -0.1674 -0.0824 0.0304
H 2.5465 2.3456 0.1416
C 0.4890 0.8600 -0.9656
H 1.4455 0.3379 -1.4460
H -0.3607 1.0305 -1.8734
Cl -2.0166 -0.4844 2.0370
*
```

Calculated values
energy: -18823.2664 eV
HOMO: -9.1448 eV
HOMO-LUMO gap: 5.99 eV
LUMO: -3.151 eV
energy above the lowest of the compared OMol25 structures with the same formula, charge and spin: 8.2622 eV
molar mass: 106.552 Da